(1)
DFT (wB97M-V/def2-TZVPD) results for one molecule with the formula C13H20N2O5S.

Last column: Löwdin charge in e.
CARTESIAN COORDINATES (ANGSTROEM)
S -0.58852 -2.32501 0.30786  0.6377
O -1.16650 3.69564 1.77758  -0.0610
O 0.70792 -2.29806 -0.29453  -0.2626
O 1.41349 4.14039 0.42893  -0.1193
O -0.72777 -2.92243 1.59835  -0.2659
O 2.49251 2.05297 -0.88399  -0.0830
N -1.75575 -2.99506 -0.68810  -0.2375
N -1.23203 -0.78294 0.34736  -0.0433
C 2.65518 4.16802 1.10570  -0.0702
C 0.65775 0.59669 -0.28578  0.0265
C -0.54644 0.43578 0.38975  -0.2721
C 0.75852 2.91853 0.43924  -0.1410
C -1.10125 1.50995 1.06033  0.0453
C -1.77545 -4.44749 -0.63717  -0.1956
C -0.46820 2.75520 1.08891  -0.1929
C 3.07813 1.00856 -1.62496  -0.0678
C 1.30677 1.82003 -0.25458  -0.1860
C -0.62074 -3.76712 -2.65532  -0.1578
C -0.69848 5.02190 1.89688  -0.0649
C -1.52242 -2.65697 -2.08063  -0.1981
C -0.68330 -4.89922 -1.61524  -0.1588
H -1.60365 -4.76336 0.38936  0.1105
H 2.53750 3.88181 2.15776  0.0970
H 3.30048 0.14199 -0.99548  0.1008
H 0.39954 -3.40582 -2.76288  0.1013
H 2.43506 0.69783 -2.45355  0.0991
H 0.20664 5.07807 2.50671  0.0916
H 3.38670 3.50919 0.63447  0.0837
H -2.76484 -4.77974 -0.96351  0.1265
H -1.06909 -1.66865 -2.12601  0.1083
H -0.98182 -4.09173 -3.63009  0.1049
H -2.06723 -0.79430 0.91231  0.1207
H -1.50266 5.55943 2.40002  0.0938
H 1.07949 -0.24830 -0.79709  0.0810
H -0.91580 -5.86376 -2.06252  0.1068
H 4.00573 1.41974 -2.02149  0.0957
H 0.26604 -4.97520 -1.08688  0.1064
H -0.50534 5.47177 0.92201  0.0979
H -2.49115 -2.63043 -2.58605  0.1237
H 3.00017 5.19907 1.04534  0.0940
H -2.04110 1.41705 1.58048  0.1248

Values from the calculation:
Orbital gap (eV): 8.81
Calculated total energy (eV): -37856.4974
SMILES: COc1cc(NS(=O)(=O)N2CCCC2)cc(OC)c1OC
2S+1: 1

---

(2)
DFT (wB97M-V/def2-TZVPD) results for one molecule with the formula C5H7NO2.

Last column: Löwdin charge in e.
CARTESIAN COORDINATES (ANGSTROEM)
O -0.53266 0.07907 -1.50297  0.0969
O 0.98851 -0.95535 -0.10833  -0.0260
N 0.29534 2.08241 -1.87989  0.0855
C 0.60231 0.14646 -0.78119  -0.3596
C 0.03307 -1.49640 0.88471  -0.1873
C -0.67225 1.23072 -2.14204  -0.1900
C 1.14372 1.38670 -1.02367  -0.0540
C -0.43089 -0.50421 1.95090  -0.0615
H 2.09046 1.69739 -0.63180  0.1075
H -1.06994 -1.11267 2.61783  0.0848
H 0.44443 -2.45142 1.20611  0.1203
H -0.75584 -1.78899 0.21159  0.1046
H -1.08175 0.26748 1.52210  0.0764
H -1.46944 1.41600 -2.78133  0.1106
H 0.41491 0.00282 2.45798  0.0917

Values from the calculation:
Orbital gap (eV): 9.66
Calculated total energy (eV): -10882.2212
SMILES: CCOc1cnco1
2S+1: 1
ΔE to the lowest compared entry with this formula, charge and spin (eV): 1.396

---

(3)
DFT (wB97M-V/def2-TZVPD) results for a 2-piece molecular cluster, C4H12N2 overall.

Last column: Löwdin charge in e.
CARTESIAN COORDINATES (ANGSTROEM)
N 1.76211 0.48542 0.48111  -0.0399
N 3.81957 1.87806 -0.04404  -0.0317
C 3.20447 0.48809 0.16920  -0.3335
C -3.08520 -2.02509 -0.19904  -0.1358
C -3.04286 0.35170 -0.75640  -0.0226
C -2.84708 -0.58911 0.24406  -0.2224
H 1.44636 -0.47118 0.74266  0.0723
H -4.05220 -2.36043 0.17067  0.0619
H -2.29514 -0.41952 1.11948  0.0572
H -2.61675 1.40848 -0.62498  0.0689
H 3.61586 2.71968 0.54582  0.0696
H 4.21447 2.19392 -0.91276  0.0312
H 3.43659 -0.17346 -0.72792  0.1220
H 1.69144 1.04649 1.31550  0.0433
H -3.69581 0.07782 -1.59295  0.0507
H 3.70473 0.10408 1.03128  0.0682
H -2.20001 -2.63608 0.27924  0.1087
H -3.06053 -2.07887 -1.24091  0.0318

Values from the calculation:
Orbital gap (eV): 9.81
Calculated total energy (eV): -7320.4925
SMILES: C=CC.NCN
2S+1: 1
ΔE to the lowest compared entry with this formula, charge and spin (eV): 2.536

---

Listing strongest force on any atom for the structures above in their given order: 0.02139; 0.06978; 0.09775 Eh/bohr.
Listing LUMO for the structures above in their given order: 0.77; 0.90; 1.00 eV.